DFT (ωB97M-V/def2-TZVPD) results for a molecular structure, Br2I2Zn at a distorted geometry.

CARTESIAN COORDINATES (ANGSTROEM)
Zn1 0.04 -0.01 -0.10
Br1 -1.63 -0.09 1.13
Br2 0.40 1.11 -1.52
I1 -0.14 -1.90 -1.04
I2 1.34 0.88 1.53

For the HOMO energy, the calculation gives -0.130 eV. As for the net charge: -2. The LUMO energy comes out at 5.3065 eV.

DFT (ωB97M-V/def2-TZVPD) results for a molecular structure, C27H41Cl3N3NiO3Si at a distorted geometry.

CARTESIAN COORDINATES (ANGSTROEM)
C1 1.48 -1.10 -4.10
C2 1.06 0.33 -3.95
H1 1.25 -1.49 -5.09
H2 0.99 -1.72 -3.34
H3 2.56 -1.21 -3.95
C3 0.56 1.10 -4.93
C4 0.35 0.66 -6.35
H4 0.31 2.15 -4.73
H5 0.51 -0.42 -6.50
H6 1.02 1.19 -7.05
H7 -0.67 0.91 -6.65
Ni1 0.87 -0.94 -0.16
Cl1 2.27 0.73 0.38
Cl2 -0.01 -2.80 -0.99
C5 -0.17 2.88 1.17
O1 -1.19 2.22 1.36
N1 -0.09 4.23 1.24
C6 -1.25 5.01 1.63
C7 1.17 4.95 1.07
H8 0.80 2.39 0.92
H9 -2.11 4.36 1.82
H10 -1.50 5.74 0.85
H11 -1.02 5.58 2.54
H12 1.95 4.25 0.75
H13 1.47 5.41 2.02
H14 1.06 5.74 0.33
H15 -1.62 -1.15 -3.49
H16 -1.95 1.35 -3.89
C8 -2.43 -1.18 -2.75
C9 -2.90 1.15 -3.36
N2 -2.71 0.16 -2.31
H17 -2.11 -1.81 -1.90
C10 -2.94 0.44 -0.99
O2 -2.98 -0.38 -0.09
H18 -3.28 2.08 -2.92
H19 -3.10 1.53 -0.83
H20 -3.32 -1.61 -3.23
H21 -3.62 0.78 -4.11
O3 0.25 0.20 -1.79
C11 1.18 0.88 -2.52
C12 -0.19 3.02 -2.22
C13 1.05 2.40 -2.34
H22 -1.09 2.41 -2.10
C14 -0.27 4.41 -2.28
H23 2.22 0.63 -2.21
C15 2.21 3.16 -2.33
H24 -1.25 4.90 -2.27
C16 0.89 5.18 -2.39
C17 2.14 4.56 -2.38
H25 3.17 2.64 -2.33
H26 0.82 6.27 -2.49
H27 3.06 5.15 -2.41
Si1 0.41 -6.59 -0.77
Cl3 0.71 -5.73 -2.67
C18 -1.44 -6.53 -0.47
C19 1.55 -5.53 0.26
C20 0.93 -8.40 -0.62
H28 -1.82 -5.53 -0.71
H29 -1.68 -6.76 0.57
H30 -1.96 -7.27 -1.10
H31 0.29 -9.08 -1.19
H32 0.88 -8.72 0.43
H33 1.96 -8.56 -0.96
H34 1.25 -4.48 0.13
H35 2.58 -5.63 -0.11
H36 1.52 -5.78 1.32
N3 0.62 -1.17 1.74
C21 0.43 -0.84 2.85
C22 0.25 -0.48 4.22
C23 -1.01 -0.21 4.74
C24 -1.17 0.07 6.10
C25 -0.07 0.11 6.96
C26 1.20 -0.16 6.44
C27 1.37 -0.46 5.08
H37 -1.86 -0.22 4.06
H38 -2.17 0.27 6.49
H39 -0.19 0.33 8.03
H40 2.09 -0.14 7.09
H41 2.35 -0.68 4.66

The value obtained for the relative energy (zero: lowest compared OMol25 entry of this formula, charge and spin) is 42.81 kJ/mol. For the HOMO energy (spin up / spin down), the calculation gives -4.786 / -4.758 eV. As for the net charge: -1. The LUMO energy (spin up / spin down) comes out at 1.9871 / 1.9674 eV. Its spin multiplicity is 3. The expectation value of S² is 2.007.

DFT (ωB97M-V/def2-TZVPD) results for a molecular structure, C39H33BrF6N2O8SSbV at a distorted geometry.

CARTESIAN COORDINATES (ANGSTROEM)
V1 -1.17 1.46 -0.05
O1 1.48 1.79 -3.54
C1 2.64 1.65 -2.88
C2 3.80 1.67 -3.65
C3 5.05 1.54 -3.07
C4 5.15 1.37 -1.69
C5 4.00 1.34 -0.92
C6 2.74 1.49 -1.49
C7 1.52 1.39 -0.59
O2 0.34 1.12 -1.25
N1 1.38 2.59 0.25
N2 0.08 2.57 0.80
C8 -0.16 3.49 1.74
C9 -1.37 3.64 2.42
Br1 -2.79 2.51 1.72
C10 -1.54 4.44 3.53
C11 -2.70 4.73 4.33
C12 -2.53 5.08 5.68
C13 -3.61 5.32 6.51
C14 -4.90 5.25 6.01
C15 -5.09 4.97 4.66
C16 -4.02 4.72 3.83
H1 0.74 1.61 -2.91
H2 3.69 1.79 -4.72
H3 5.94 1.55 -3.68
H4 6.12 1.26 -1.23
H5 4.07 1.19 0.15
H6 1.73 0.57 0.14
H7 1.50 3.43 -0.31
H8 0.65 4.17 2.00
H9 -0.61 4.87 3.90
H10 -1.52 5.14 6.08
H11 -3.44 5.56 7.55
H12 -5.75 5.41 6.66
H13 -6.10 4.95 4.26
H14 -4.19 4.55 2.78
C17 -0.85 -0.61 4.13
C18 -0.25 -1.16 2.84
C19 0.12 -2.63 2.98
O3 0.92 -0.45 2.47
C20 -1.33 -1.00 1.73
O4 -2.19 -1.83 1.56
O5 -1.23 0.12 1.08
H15 -0.13 -0.70 4.94
H16 -1.75 -1.18 4.37
H17 -1.12 0.44 4.01
H18 0.71 -2.78 3.88
H19 0.71 -2.95 2.12
H20 -0.79 -3.22 3.03
H21 0.66 0.45 2.21
F1 -3.97 3.74 -2.79
C21 -3.89 2.47 -2.39
F2 -4.34 2.43 -1.12
F3 -4.73 1.74 -3.13
S1 -2.13 1.83 -2.30
O6 -2.34 0.59 -1.56
O7 -1.66 1.73 -3.64
O8 -1.57 2.90 -1.47
F4 -3.37 -6.86 -0.66
C22 -2.53 -5.80 -0.76
C23 -3.03 -4.59 -1.20
C24 -2.16 -3.52 -1.30
C25 -0.81 -3.65 -0.99
C26 -0.35 -4.88 -0.53
C27 -1.21 -5.97 -0.42
Sb1 0.35 -1.82 -0.92
C28 2.28 -2.84 -0.66
C29 2.74 -3.88 -1.46
C30 3.98 -4.45 -1.25
C31 4.76 -3.97 -0.21
F5 5.97 -4.53 0.00
C32 4.34 -2.94 0.61
C33 3.09 -2.38 0.37
C34 0.61 -1.66 -3.06
C35 -0.51 -1.46 -3.87
C36 -0.38 -1.26 -5.23
C37 0.89 -1.26 -5.78
F6 1.03 -1.09 -7.12
C38 2.02 -1.42 -5.01
C39 1.87 -1.61 -3.64
H22 -4.09 -4.49 -1.43
H23 -2.55 -2.55 -1.59
H24 0.69 -5.00 -0.26
H25 -0.86 -6.93 -0.06
H26 2.12 -4.24 -2.28
H27 4.35 -5.26 -1.86
H28 4.98 -2.59 1.41
H29 2.74 -1.58 1.01
H30 -1.50 -1.44 -3.42
H31 -1.24 -1.09 -5.86
H32 3.00 -1.39 -5.47
H33 2.76 -1.72 -3.03

The value obtained for the relative energy (zero: lowest compared OMol25 entry of this formula, charge and spin) is 0.00 kJ/mol. For the HOMO energy (spin up / spin down), the calculation gives -3.992 / -3.665 eV. As for the net charge: -1. The LUMO energy (spin up / spin down) comes out at 1.7263 / 1.4363 eV. Its spin multiplicity is 2. The expectation value of S² is 1.078.

DFT (ωB97M-V/def2-TZVPD) results for a molecular structure, C35H45IrN5P2SSi2 at a distorted geometry.

CARTESIAN COORDINATES (ANGSTROEM)
Ir1 0.11 -0.32 1.25
C1 -2.53 3.71 2.31
Si1 -0.93 2.89 1.82
C2 0.09 4.02 0.74
C3 0.05 2.40 3.33
N1 -1.15 1.35 0.97
P1 -1.94 0.82 -0.34
C4 -0.91 -0.55 -0.54
P2 0.42 -1.25 -1.41
N2 1.36 -1.37 -0.11
Si2 3.00 -1.99 0.07
C5 2.92 -3.20 1.50
C6 4.10 -0.53 0.47
C7 3.53 -2.84 -1.50
C8 -0.04 -2.82 -2.11
C9 0.15 -3.97 -1.34
C10 -0.23 -5.20 -1.84
C11 -0.80 -5.30 -3.11
C12 -1.01 -4.16 -3.87
C13 -0.66 -2.91 -3.36
C14 1.26 -0.21 -2.61
C15 1.58 -0.62 -3.90
C16 2.35 0.19 -4.71
C17 2.82 1.41 -4.24
C18 2.50 1.83 -2.95
C19 1.73 1.02 -2.13
C20 -3.57 0.20 0.07
C21 -4.31 0.78 1.10
C22 -5.61 0.33 1.34
C23 -6.15 -0.68 0.56
C24 -5.39 -1.28 -0.44
C25 -4.10 -0.84 -0.69
C26 -2.18 2.14 -1.53
C27 -3.22 3.04 -1.26
C28 -3.38 4.16 -2.07
C29 -2.52 4.37 -3.14
C30 -1.53 3.45 -3.43
C31 -1.35 2.34 -2.63
H1 -2.29 4.67 2.78
H2 -3.09 3.13 3.04
H3 -3.17 3.92 1.46
H4 0.32 4.94 1.27
H5 -0.45 4.29 -0.17
H6 1.03 3.55 0.45
H7 0.25 3.26 3.97
H8 1.01 1.98 3.04
H9 -0.49 1.66 3.93
H10 2.02 -3.05 2.10
H11 3.80 -3.11 2.16
H12 2.90 -4.23 1.14
H13 3.61 0.15 1.17
H14 4.34 0.03 -0.44
H15 5.04 -0.87 0.90
H16 2.87 -3.66 -1.77
H17 4.53 -3.25 -1.36
H18 3.58 -2.14 -2.34
H19 0.62 -3.89 -0.37
H20 -0.10 -6.09 -1.24
H21 -1.07 -6.27 -3.50
H22 -1.47 -4.23 -4.84
H23 -0.87 -2.03 -3.95
H24 1.24 -1.58 -4.27
H25 2.60 -0.13 -5.72
H26 3.44 2.03 -4.87
H27 2.86 2.78 -2.59
H28 1.49 1.34 -1.12
H29 -3.88 1.55 1.71
H30 -6.19 0.78 2.13
H31 -7.16 -1.02 0.74
H32 -5.81 -2.09 -1.02
H33 -3.50 -1.30 -1.47
H34 -3.90 2.86 -0.44
H35 -4.17 4.87 -1.85
H36 -2.64 5.25 -3.76
H37 -0.88 3.61 -4.29
H38 -0.57 1.62 -2.86
C32 3.69 1.34 4.04
C33 3.71 -0.19 4.03
C34 2.34 -0.78 3.94
N3 1.52 -0.65 2.96
N4 0.33 -1.29 3.14
C35 0.22 -1.94 4.27
N5 -0.84 -2.64 4.65
S1 1.66 -1.77 5.21
H39 4.70 1.72 4.17
H40 3.07 1.71 4.86
H41 3.29 1.73 3.10
H42 4.20 -0.57 4.93
H43 4.29 -0.55 3.17
H44 -1.63 -2.74 4.03
H45 -0.87 -3.12 5.53

The value obtained for the relative energy (zero: lowest compared OMol25 entry of this formula, charge and spin) is 96.30 kJ/mol. For the HOMO energy (spin up / spin down), the calculation gives -13.546 / -13.353 eV. As for the net charge: +2. The LUMO energy (spin up / spin down) comes out at -7.2333 / -7.1299 eV. Its spin multiplicity is 2. The expectation value of S² is 0.771.

Question: Which value of net charge does entry 4 give?
Answer: +2

Question: Which value of net charge does entry 1 give?
Answer: -2